(1)
C3H3Br2N | wB97M-V/def2-TZVPD

The geometry in ORCA input format:
```
! RIJCOSX wB97M-V def2-TZVPD def2/J DEFGRID3
* xyz 0 1
Br 1.847 -2.095 -0.111
Br -3.381 -0.936 -0.045
N -0.883 -1.743 0.975
C 0.387 -0.942 0.624
C -1.509 -1.000 0.181
C -0.525 -0.117 -0.461
H -0.355 -0.507 -1.487
H 0.854 -0.212 1.195
H -0.649 1.054 -0.359
*
```

Calculated values
- energy above the lowest of the compared OMol25 structures with the same formula, charge and spin (kcal/mol) = 29.3
- LUMO energy (eV) = 0.62
- Kohn-Sham gap (eV) = 10.96


(2)
C3H3Br3O | wB97M-V/def2-TZVPD

The geometry in ORCA input format:
```
! RIJCOSX wB97M-V def2-TZVPD def2/J DEFGRID3
* xyz 0 1
Br 0.429 2.644 -1.152
Br -0.100 -0.204 -2.684
Br 2.840 0.136 -1.079
O -1.447 0.012 0.899
C 1.286 -0.001 0.005
C -0.081 0.681 -0.940
C -1.392 0.404 -0.236
H 1.051 -1.087 0.251
H 1.166 0.564 0.854
H -2.370 0.547 -0.750
*
```

Calculated values
- SMILES = O=CC(Br)(Br)CBr
- energy above the lowest of the compared OMol25 structures with the same formula, charge and spin (kcal/mol) = 10.1
- LUMO energy (eV) = -0.52
- Kohn-Sham gap (eV) = 9.87


(3)
C3H3Br3O | wB97M-V/def2-TZVPD

The geometry in ORCA input format:
```
! RIJCOSX wB97M-V def2-TZVPD def2/J DEFGRID3
* xyz 0 3
Br -2.450 -1.184 1.181
Br -2.694 1.527 -0.500
Br 1.422 1.102 1.418
O -1.651 1.377 1.986
C -1.808 0.625 0.904
C 0.415 0.262 0.113
C 0.712 -0.436 -0.942
H 1.737 -0.622 -1.245
H -0.057 -0.870 -1.558
H -1.017 0.987 2.613
*
```

Calculated values
- energy above the lowest of the compared OMol25 structures with the same formula, charge and spin (kcal/mol) = 23.5
- LUMO energy (spin up / spin down) (eV) = 0.49 / -2.11
- Kohn-Sham gap (spin up / spin down) (eV) = 7.42 / 7.75


(4)
C3H3Br9 | wB97M-V/def2-TZVPD

The geometry in ORCA input format:
```
! RIJCOSX wB97M-V def2-TZVPD def2/J DEFGRID3
* xyz 0 1
Br 0.470 -1.815 -0.788
Br 0.489 1.367 5.093
Br -2.414 2.864 -3.492
Br -4.096 -0.026 -4.152
Br -5.752 2.834 -3.929
Br 3.459 -0.836 -2.127
Br 3.729 1.485 5.521
Br 2.729 -3.870 -1.510
Br 1.860 -1.014 6.622
C -4.150 1.748 -3.311
C 1.935 -2.189 -2.089
C 2.178 0.307 5.206
H 2.286 -0.232 4.264
H -4.199 1.608 -2.231
H 1.477 -2.232 -3.077
*
```

Calculated values
- energy above the lowest of the compared OMol25 structures with the same formula, charge and spin (kcal/mol) = 23.6
- LUMO energy (eV) = -0.82
- Kohn-Sham gap (eV) = 9.49


(5)
C3H3BrCl2 | wB97M-V/def2-TZVPD

The geometry in ORCA input format:
```
! RIJCOSX wB97M-V def2-TZVPD def2/J DEFGRID3
* xyz 0 1
Br 2.888 0.997 -0.580
Cl -1.847 -0.976 -1.318
Cl 0.799 -2.010 1.251
C 0.245 -0.692 0.387
C -0.427 -0.183 -0.734
C -0.470 0.569 0.541
H 0.205 0.219 -1.399
H -1.251 0.450 1.228
H -0.141 1.626 0.624
*
```

Calculated values
- energy above the lowest of the compared OMol25 structures with the same formula, charge and spin (kcal/mol) = 74.2
- LUMO energy (spin up / spin down) (eV) = -1.63 / -3.22
- Kohn-Sham gap (spin up / spin down) (eV) = 8.23 / 5.23


(6)
C3H3BrClN2 | wB97M-V/def2-TZVPD

The geometry in ORCA input format:
```
! RIJCOSX wB97M-V def2-TZVPD def2/J DEFGRID3
* xyz 1 1
Br 1.632 0.748 2.865
Cl -2.113 1.288 -0.938
N -0.264 0.709 0.845
N 1.027 -1.087 -0.910
C -0.810 0.260 -0.339
C 0.476 -0.013 1.713
C -0.186 -0.774 -1.098
H -0.412 1.729 1.175
H -0.823 -1.037 -1.882
H 1.474 -1.823 -1.432
*
```

Calculated values
- energy above the lowest of the compared OMol25 structures with the same formula, charge and spin (kcal/mol) = 111.0
- LUMO energy (spin up / spin down) (eV) = -6.81 / -7.29
- Kohn-Sham gap (spin up / spin down) (eV) = 7.70 / 6.07


(7)
C3H3BrFO2 | wB97M-V/def2-TZVPD

The geometry in ORCA input format:
```
! RIJCOSX wB97M-V def2-TZVPD def2/J DEFGRID3
* xyz -1 1
Br 0.409 -0.865 2.290
F -1.588 -0.158 0.433
O 0.548 2.947 1.037
O 0.062 2.383 -1.119
C 0.215 2.539 -0.002
C -0.210 -0.258 0.369
C 0.101 -1.454 -0.524
H 0.979 -1.247 -1.170
H 0.281 -2.409 -0.100
H -0.796 -1.478 -1.213
*
```

Calculated values
- energy above the lowest of the compared OMol25 structures with the same formula, charge and spin (kcal/mol) = 50.3
- LUMO energy (eV) = 3.71
- Kohn-Sham gap (eV) = 6.24


(8)
C3H3BrN2O | wB97M-V/def2-TZVPD

The geometry in ORCA input format:
```
! RIJCOSX wB97M-V def2-TZVPD def2/J DEFGRID3
* xyz 0 1
Br -1.955 0.046 -1.626
O 1.566 0.894 0.705
N 1.500 -1.338 -0.924
N -0.682 1.576 1.167
C -0.860 -0.972 -0.374
C 0.429 1.227 0.800
C 0.404 -1.027 -0.633
H -1.576 1.353 0.732
H 2.285 -0.770 -0.549
H -1.113 -0.989 0.702
*
```

Calculated values
- SMILES = N=C=CBr.N=C=O
- energy above the lowest of the compared OMol25 structures with the same formula, charge and spin (kcal/mol) = 47.7
- LUMO energy (eV) = 0.20
- Kohn-Sham gap (eV) = 9.38


(9)
C3H3BrO | wB97M-V/def2-TZVPD

The geometry in ORCA input format:
```
! RIJCOSX wB97M-V def2-TZVPD def2/J DEFGRID3
* xyz 0 1
Br 0.733 1.816 -2.165
O -0.691 -0.402 -1.435
C -0.390 0.957 -0.885
C 0.451 0.298 0.150
C 0.208 -0.885 -0.496
H 0.636 -1.902 -0.404
H -1.224 1.496 -0.559
H 1.083 0.889 0.789
*
```

Calculated values
- energy above the lowest of the compared OMol25 structures with the same formula, charge and spin (kcal/mol) = 37.1
- LUMO energy (eV) = 0.77
- Kohn-Sham gap (eV) = 9.87


(10)
C3H3BrO | wB97M-V/def2-TZVPD

The geometry in ORCA input format:
```
! RIJCOSX wB97M-V def2-TZVPD def2/J DEFGRID3
* xyz 0 1
Br -3.395 0.331 0.935
O -0.090 -0.021 1.937
C 0.268 -0.122 -0.367
C 0.649 0.041 1.027
C 0.027 0.090 -1.530
H 1.751 0.289 1.063
H -0.364 0.453 -2.435
H -2.087 -0.039 1.453
*
```

Calculated values
- SMILES = C#CC=O.Br
- energy above the lowest of the compared OMol25 structures with the same formula, charge and spin (kcal/mol) = 39.7
- LUMO energy (eV) = -0.31
- Kohn-Sham gap (eV) = 10.18


(11)
C3H3BrO2 | wB97M-V/def2-TZVPD

The geometry in ORCA input format:
```
! RIJCOSX wB97M-V def2-TZVPD def2/J DEFGRID3
* xyz 0 1
Br -1.024 -0.324 -2.172
O 0.006 2.389 -0.494
O -0.814 -0.766 0.619
C -0.081 1.417 0.143
C 0.421 -1.204 0.305
C -0.350 0.042 -0.411
H 0.037 1.349 1.208
H 0.636 -2.204 -0.134
H 1.168 -0.697 0.937
*
```

Calculated values
- SMILES = O=C[C@@]1(Br)CO1
- energy above the lowest of the compared OMol25 structures with the same formula, charge and spin (kcal/mol) = 43.0
- LUMO energy (eV) = 0.38
- Kohn-Sham gap (eV) = 10.36


(12)
C3H3BrO2S | wB97M-V/def2-TZVPD

The geometry in ORCA input format:
```
! RIJCOSX wB97M-V def2-TZVPD def2/J DEFGRID3
* xyz 0 1
Br 2.860 -0.153 0.181
S -1.223 0.198 0.129
O -2.120 0.373 -0.988
O -1.677 0.255 1.498
C -0.080 -1.292 -0.040
C 0.403 1.475 -0.096
C 1.016 0.249 -0.183
H 0.238 -2.064 0.784
H 0.721 2.563 -0.298
H -0.138 -1.604 -0.988
*
```

Calculated values
- energy above the lowest of the compared OMol25 structures with the same formula, charge and spin (kcal/mol) = 59.6
- LUMO energy (eV) = -0.09
- Kohn-Sham gap (eV) = 10.00


It is found that the energy values, taken in the order of the records, are -144732.7320; -215332.9488; -215328.9220; -633540.0056; -98242.7270; -88692.6690; -80014.7915; -78227.6269; -75246.9223; -75246.8088; -77294.3992; -88127.0478 eV.